Entry 1:
Molecular formula: C40H43ClCuN13O2S
Method: DFT, the ωB97M-V functional and the def2-TZVPD basis

Geometry as XYZ:
```
101
Properties=species:S:1:pos:R:3:forces:R:3
Cu 1.806477 1.924457 0.638880 2.66 0.16 0.45
C 0.928877 2.646657 5.969980 -0.05 0.03 0.12
N 1.564277 2.305257 4.710080 -0.69 0.44 -0.88
C 1.089977 2.539557 3.456580 -0.09 -0.06 1.57
N 1.995177 2.187957 2.574180 0.44 -0.68 1.20
C 3.021177 1.731357 3.348680 0.67 -0.32 0.95
N 2.810977 1.791957 4.666780 -0.35 0.14 -1.86
C 0.219477 1.506757 6.670880 -0.48 -0.88 0.41
C -0.273323 1.749857 7.964780 0.06 -0.17 -0.17
C -0.938823 0.755057 8.678080 0.16 -0.08 -0.45
C -1.126823 -0.501543 8.106780 -0.08 -0.05 0.13
C -0.661023 -0.778643 6.813880 0.07 0.84 0.66
C 0.008877 0.235557 6.104480 0.13 0.30 0.06
C -0.876723 -2.106143 6.251580 -0.37 -1.02 -0.05
N -1.297123 -3.210843 6.835880 0.67 1.46 -0.82
N -1.342123 -4.180543 5.856380 0.43 0.88 -1.57
C -0.965923 -3.598043 4.735180 -0.13 0.01 1.12
O -0.647023 -2.275343 4.910680 -0.42 -0.89 0.85
C -0.839523 -4.151743 3.392880 0.00 -0.64 -0.83
C -0.966423 -5.534243 3.202080 -0.03 -0.17 0.04
C -0.856723 -6.090743 1.928680 0.03 0.48 0.06
C -0.621423 -5.269143 0.827280 -0.03 0.18 0.16
C -0.494123 -3.878143 0.978380 -0.21 -0.47 0.97
C -0.254823 -3.053143 -0.269520 0.03 -0.12 0.02
N -0.141423 -1.623143 -0.046020 0.86 0.20 -0.04
C 0.991377 -0.909043 0.192780 -0.79 -0.97 -0.08
N 0.687277 0.361457 0.313580 -2.03 -1.46 0.47
C -0.663223 0.377457 0.124980 -0.96 -0.52 -0.09
N -1.220323 -0.815143 -0.102220 1.59 1.15 0.66
C -0.605923 -3.335443 2.272080 0.04 0.04 -0.35
H 0.209077 3.447257 5.762080 0.18 -0.09 0.03
H 1.715877 3.051757 6.617680 -0.21 -0.07 -0.14
H 0.115577 2.957457 3.247480 0.14 0.01 0.07
H 3.948477 1.351157 2.940280 -0.20 0.13 0.00
H -0.132823 2.723057 8.433480 0.04 -0.13 -0.15
H -1.308023 0.955557 9.681080 0.08 -0.04 -0.21
H -1.644623 -1.270743 8.678780 0.14 0.09 -0.26
H 0.385077 0.013157 5.106480 -0.05 0.09 0.19
H -1.155223 -6.189343 4.051980 0.05 0.28 -0.12
H -0.960723 -7.165143 1.796180 0.03 0.23 0.03
H -0.547223 -5.725243 -0.158920 0.01 0.14 0.11
H -1.077123 -3.202943 -0.979220 0.21 0.10 0.12
H 0.678077 -3.374643 -0.747820 -0.18 0.01 0.02
H 1.976277 -1.346743 0.273680 -0.10 -0.02 -0.01
H -1.255123 1.283057 0.152280 0.12 -0.11 0.01
H -0.530623 -2.258943 2.421580 0.00 -0.20 -0.08
C 3.253977 -1.616943 -6.486120 0.04 0.07 0.31
C 1.781277 -1.686343 -5.999620 0.19 -0.02 -0.63
C 0.924877 -1.024943 -7.100820 -0.11 0.09 0.12
C 1.400677 -3.185443 -5.958020 -0.20 0.24 0.30
C 1.633077 -1.003443 -4.565020 0.17 -0.84 0.15
O 2.668277 -1.584843 -3.726120 -0.24 0.15 0.17
C 0.299377 -1.301443 -3.815220 0.24 0.12 -0.09
C -0.988923 -0.715443 -4.398820 -0.35 -0.06 -0.07
C -2.050923 -0.537943 -3.336520 -0.08 0.23 0.12
C -2.419423 0.748557 -2.917520 -0.16 -0.45 0.24
C -3.369023 0.922857 -1.909020 0.15 -0.17 -0.14
C -3.958123 -0.190043 -1.315720 0.42 -0.13 -0.62
Cl -5.122623 0.022557 -0.067020 -0.18 0.04 0.26
C -3.608723 -1.475043 -1.725620 0.10 0.00 -0.37
C -2.658223 -1.649143 -2.734720 -0.27 0.64 0.24
C 1.957677 0.520957 -4.616820 0.35 -0.38 -0.34
N 1.715777 1.244357 -3.382520 0.51 -0.37 0.68
C 2.341577 1.101857 -2.183520 -0.27 -0.33 -1.09
N 1.806477 1.924457 -1.310720 -0.44 1.17 -1.94
C 0.873077 2.591257 -2.048620 -0.58 0.19 -1.42
N 0.783677 2.217057 -3.328420 0.54 -0.22 1.85
H 3.370577 -2.109143 -7.459320 -0.24 0.10 0.17
H 3.938077 -2.117043 -5.792620 -0.16 0.15 -0.06
H 3.591077 -0.583143 -6.611120 -0.02 -0.09 0.02
H 1.071477 -1.533143 -8.062220 0.10 0.01 0.27
H 1.195277 0.022457 -7.262320 -0.02 -0.07 0.02
H -0.143223 -1.074343 -6.888220 0.03 0.04 0.03
H 1.583677 -3.664743 -6.927420 0.06 0.25 0.17
H 0.338877 -3.327143 -5.733220 0.07 0.01 0.00
H 1.985777 -3.735343 -5.214320 -0.01 0.00 -0.05
H 2.423777 -2.504543 -3.520020 0.08 0.52 -0.22
H 0.413677 -0.964943 -2.774820 0.11 0.30 -0.24
H 0.175477 -2.386143 -3.696720 0.16 0.06 -0.26
H -1.393223 -1.384243 -5.166820 0.15 0.08 0.01
H -0.802623 0.245757 -4.888120 0.01 -0.07 0.12
H -1.958523 1.626957 -3.365920 -0.03 -0.23 0.00
H -3.636423 1.926257 -1.589620 -0.08 -0.17 0.00
H -4.067423 -2.343143 -1.260720 0.01 0.19 -0.01
H -2.389223 -2.657243 -3.041220 -0.06 0.11 -0.06
H 1.370677 1.029057 -5.387120 0.08 -0.15 0.24
H 3.018477 0.686957 -4.838220 -0.22 -0.39 -0.22
H 3.138477 0.393757 -2.003320 -0.12 0.07 -0.10
H 0.241277 3.370157 -1.642320 0.33 -0.43 -0.21
S 0.450477 3.818157 0.638880 -1.13 1.74 0.54
C -0.505823 5.184157 0.808980 -0.08 -0.14 -0.20
N -1.047223 5.736357 -0.332220 -0.08 0.22 0.43
C -1.842423 6.847657 -0.328020 0.08 -0.27 -1.03
C -2.132723 7.458157 0.820680 0.80 -0.72 2.18
C -1.532223 6.832157 2.011080 -1.30 1.70 -0.72
N -0.779823 5.782157 2.015180 0.22 -0.47 -0.49
H -0.823823 5.268857 -1.203620 -0.07 0.19 0.18
H -2.212323 7.192857 -1.287420 0.12 -0.16 0.02
H -2.750623 8.337857 0.914980 0.04 -0.07 -0.12
H -1.763423 7.326157 2.969080 0.29 -0.46 -0.31
H 3.462077 1.924457 0.638880 -0.39 -0.02 -0.15
```
Forces are in eV/Å.

Output
LUMO energy (alpha / beta) = -2.9 / -2.9 eV
Total energy = -4910.9837 Eh
Spin multiplicity = 2
HOMO level (alpha / beta) = -10.33 / -10.44 eV
ΔE to the lowest compared entry with this formula, charge and spin = 0.00 kJ/mol
Charge = +1
Orbital gap (alpha / beta) = 7.407 / 7.496 eV
⟨S²⟩ = 0.757

Entry 2:
Molecular formula: C34H39N5OSc
Method: DFT, the ωB97M-V functional and the def2-TZVPD basis

Geometry as XYZ:
```
80
Properties=species:S:1:pos:R:3:forces:R:3
Sc 0.446663 -0.587262 0.173411 -0.04 1.14 0.43
N 1.372030 -3.780776 4.547100 -0.35 -0.31 0.50
N -0.069792 -1.917791 -1.572400 4.11 0.29 0.78
C 1.211700 1.849195 0.033680 0.05 0.08 0.57
C 2.307372 0.982762 0.358032 -0.64 -0.18 0.68
C 2.365216 0.846648 1.827405 -1.06 -0.32 -1.00
C 3.309169 0.241401 2.604962 -0.01 0.71 0.32
H 4.158508 -0.244710 2.150254 0.12 -0.08 0.31
H 2.640362 -1.621370 3.409417 0.40 -0.54 -0.05
H 3.107075 0.187899 3.684321 0.54 0.00 -0.61
C 1.124049 1.438303 2.305218 0.44 0.62 -0.86
C 0.705854 1.426177 3.721320 -0.17 0.09 0.70
H 1.268213 2.157845 4.326931 -0.14 -0.12 -0.04
H 0.880137 0.437193 4.172464 0.02 0.26 -0.03
H -0.368600 1.648139 3.829140 0.33 0.00 0.03
C 0.547744 2.190441 1.272328 1.07 -0.77 0.23
C -0.386263 3.324557 1.529683 -0.56 -0.07 -0.12
H -1.148596 3.018558 2.262313 0.02 0.19 -0.20
H -0.889655 3.646666 0.610043 -0.03 0.04 0.19
H 0.130454 4.207100 1.963985 -0.11 -0.49 -0.27
C 3.377382 0.501528 -0.554296 0.60 -0.01 -0.33
H 4.212137 1.223347 -0.629145 -0.16 -0.17 -0.08
H 3.011247 0.315661 -1.579970 0.13 0.04 0.27
H 3.816725 -0.431495 -0.168251 -0.10 0.15 -0.19
C 1.072104 2.608982 -1.246691 -0.08 0.18 -0.27
H 0.020013 2.906019 -1.396881 0.39 -0.08 -0.19
H 1.392672 1.987556 -2.097708 -0.23 0.26 0.09
H 1.691542 3.535258 -1.260948 -0.27 -0.43 0.03
C 0.352419 -4.508781 5.033780 -0.33 0.66 -1.67
H 0.386913 -4.760209 6.123049 -0.07 0.08 -1.07
C -0.724917 -4.884866 4.194331 -0.76 -0.95 0.15
H -1.545165 -5.534260 4.552768 0.65 0.36 0.01
C -0.789771 -4.477493 2.825020 1.00 1.09 -0.48
H -1.517720 -4.815580 2.051188 0.13 0.20 1.21
C 0.161171 -3.551796 2.399674 0.98 -1.24 0.52
H 0.239888 -3.027571 1.410744 -0.56 -0.95 0.72
C 1.340836 -3.334958 3.248114 -0.26 1.95 -0.63
C 2.363049 -2.442170 2.764224 -1.95 -0.77 -1.80
H 2.207141 -2.150706 1.607526 0.40 -0.41 2.24
C -0.366230 -0.810267 -2.255924 0.42 -1.14 1.30
C 0.982360 -2.582159 -2.348307 -1.87 -0.51 0.75
H 1.807050 -3.182652 -1.949579 -1.05 -0.43 -0.06
C 0.824898 -2.148797 -3.603995 1.12 -0.65 -0.54
H 1.273544 -2.648691 -4.468228 -0.51 0.71 0.38
N 0.038492 -0.999521 -3.553668 -0.12 -1.04 0.10
C -0.049827 0.056881 -4.466202 0.99 1.01 1.15
C 1.099709 0.401098 -5.199919 -0.81 1.04 -0.06
C 1.068004 1.658709 -5.817637 -0.11 -0.35 -0.18
H 1.905457 1.936013 -6.457590 -0.09 0.05 0.11
C 0.024993 2.567744 -5.629820 0.02 -0.65 0.31
C -0.025984 3.818133 -6.426569 0.07 0.24 -0.15
H -0.511764 4.622531 -5.885857 -0.07 0.18 0.09
H -0.581413 3.650202 -7.347711 -0.10 0.04 -0.12
H 0.974202 4.125514 -6.704416 0.22 0.22 -0.09
C -0.978568 2.264847 -4.710850 -0.17 -0.55 -0.19
H -1.744350 2.998989 -4.456182 0.17 -0.09 -0.11
C -1.039889 1.003721 -4.120829 0.48 -0.08 -0.30
C -2.033168 0.699349 -3.035717 -2.17 0.69 -0.04
H -2.214129 -0.387155 -2.860016 -0.08 1.31 -0.25
H -2.998598 1.143264 -3.331189 -0.03 0.14 -0.19
H -1.781100 1.185386 -2.064718 -0.01 -0.57 -0.82
C 2.397371 -0.351393 -5.140419 0.35 -0.35 -0.69
H 2.275931 -1.430871 -5.139598 0.20 0.46 0.03
H 2.994036 -0.069744 -4.255504 -0.29 -0.09 -0.29
H 2.981828 -0.153769 -6.044154 0.08 0.34 0.16
N -4.925129 -0.991824 5.081476 -0.17 0.33 -0.61
C -4.979343 -0.533498 3.780663 -0.18 -0.27 0.15
O -6.037245 -0.371499 3.189164 0.51 0.03 0.40
C -3.655033 -0.336431 3.110703 0.62 -0.31 -0.58
C -3.601137 0.318651 1.870266 -0.07 0.39 -0.30
C -2.414389 0.435870 1.155668 0.05 -1.24 0.48
N -1.310953 -0.299093 1.520269 -0.41 1.21 1.02
C -1.298707 -0.766388 2.809165 -0.23 -0.32 -0.73
C -2.443269 -0.847900 3.592382 -0.07 0.22 0.05
H -5.799399 -1.013889 5.573575 -0.10 -0.03 0.04
H -4.091139 -0.889585 5.627642 0.10 0.01 0.00
H -4.508733 0.721999 1.427087 0.13 0.13 0.32
H -2.337689 1.088718 0.274831 0.00 -0.68 0.23
H -0.351655 -1.123270 3.228091 -0.26 -0.14 -0.57
H -2.348380 -1.368640 4.547520 -0.05 0.23 -0.26
```
Forces are in eV/Å.

Output
LUMO energy (alpha / beta) = 1.9 / 1.5 eV
Total energy = -2428.5702 Eh
HOMO level (alpha / beta) = -2.76 / -2.39 eV
ΔE to the lowest compared entry with this formula, charge and spin = 465.63 kJ/mol
Charge = -1
Orbital gap (alpha / beta) = 4.614 / 3.881 eV

Which of these has the lowest total energy? C40H43ClCuN13O2S

The highest charge belongs to which entry? C40H43ClCuN13O2S

The highest ΔE to the lowest compared entry with this formula, charge and spin belongs to which entry? C34H39N5OSc

Which of these has the lowest ΔE to the lowest compared entry with this formula, charge and spin? C40H43ClCuN13O2S